Record 1
102
Properties=species:S:1:pos:R:3 method="wB97M-V/def2-TZVPD" homo_energy_ev=-5.32 homo_lumo_gap_ha=0.18007 lumo_ev=-0.424 total_charge=-1 multiplicity=1
O 3.322 -0.219 1.551
B 2.851 -1.424 1.056
O 3.702 -2.492 1.314
Ga 1.062 -1.611 -0.045
Cl 1.304 -3.562 -1.282
C -0.590 -1.887 1.098
C -1.764 -1.176 0.820
C -2.876 -1.410 1.620
C -2.822 -2.298 2.681
N -1.718 -2.990 2.973
C -0.668 -2.774 2.176
H 4.185 -0.388 1.955
H 3.220 -3.321 1.353
H 0.825 -0.446 -1.089
H -1.808 -0.490 -0.014
H -3.808 -0.898 1.413
H -3.701 -2.463 3.290
H 0.217 -3.361 2.406
C 1.506 -9.116 -4.449
C 2.657 -8.773 -3.880
C 2.809 -7.479 -3.162
O 3.865 -7.178 -2.651
C 1.624 -6.585 -3.101
C 0.473 -6.936 -3.673
C 0.321 -8.222 -4.389
O -0.727 -8.545 -4.911
H 1.373 -10.052 -4.977
H 3.533 -9.409 -3.911
H 1.735 -5.642 -2.576
H -0.401 -6.298 -3.640
C 2.229 3.942 2.131
C 1.765 2.766 1.713
C 0.821 2.683 0.571
O 0.400 1.610 0.207
C 0.418 3.950 -0.095
C 0.889 5.120 0.329
C 1.832 5.207 1.473
O 2.256 6.283 1.852
H 2.915 4.031 2.964
H 2.045 1.827 2.169
H -0.270 3.865 -0.920
H 0.610 6.060 -0.133
C 0.397 3.169 6.638
C -0.587 3.704 7.355
C -1.895 4.041 6.740
O -2.791 4.532 7.395
C -2.067 3.755 5.294
C -1.085 3.219 4.574
C 0.223 2.884 5.192
O 1.116 2.393 4.537
H 1.360 2.912 7.061
H -0.485 3.920 8.411
H -3.029 4.007 4.867
H -1.188 3.000 3.518
C 1.656 -1.254 8.155
C 0.887 -2.327 8.005
C 0.202 -2.613 6.716
O -0.498 -3.593 6.597
C 0.412 -1.654 5.599
C 1.185 -0.578 5.752
C 1.865 -0.297 7.040
O 2.569 0.682 7.193
H 2.162 -1.025 9.084
H 0.720 -3.039 8.804
H -0.096 -1.884 4.669
H 1.355 0.132 4.955
C 0.032 7.621 -5.087
C -0.624 6.671 -4.427
C 0.063 5.806 -3.440
O -0.530 4.941 -2.833
C 1.516 6.033 -3.221
C 2.171 6.982 -3.885
C 1.477 7.852 -4.870
O 2.080 8.717 -5.473
H -0.451 8.263 -5.812
H -1.679 6.486 -4.573
H 1.999 5.389 -2.498
H 3.228 7.166 -3.742
C -5.442 -6.224 -1.292
C -5.554 -4.910 -1.120
C -5.363 -4.290 0.216
O -5.467 -3.095 0.378
C -5.033 -5.192 1.348
C -4.920 -6.505 1.174
C -5.117 -7.126 -0.159
O -5.017 -8.324 -0.318
H -5.578 -6.698 -2.256
H -5.788 -4.234 -1.932
H -4.888 -4.717 2.310
H -4.680 -7.180 1.986
C 2.529 3.183 -7.269
C 1.622 3.822 -6.535
C 0.321 4.239 -7.112
O -0.508 4.827 -6.447
C 0.066 3.914 -8.537
C 0.972 3.275 -9.271
C 2.276 2.859 -8.696
O 3.101 2.278 -9.366
H 3.484 2.870 -6.868
H 1.787 4.065 -5.493
H -0.891 4.226 -8.935
H 0.807 3.028 -10.312


Record 2
15
Properties=species:S:1:pos:R:3 method="wB97M-V/def2-TZVPD" homo_energy_ev=-9.25 homo_lumo_gap_ha=0.36557 lumo_ev=0.702 total_charge=0 multiplicity=1 de_lowest_kcal_mol=80.0
C -0.025 0.185 -1.660
C -1.079 0.680 -0.785
C 0.858 0.542 0.690
C -0.068 -0.690 1.105
O 2.158 0.141 0.497
N 0.255 1.060 -0.513
N -2.279 0.988 -0.644
N 0.391 -1.834 0.849
H 2.136 -0.795 0.231
H -2.465 1.706 0.053
H -0.126 -2.622 1.230
H 0.816 1.320 1.460
H 0.211 -0.875 -1.621
H 0.153 0.648 -2.622
H -0.936 -0.454 1.730


Record 3
97
Properties=species:S:1:pos:R:3 method="wB97M-V/def2-TZVPD" homo_energy_ev=-11.39 homo_lumo_gap_ha=0.28745 lumo_ev=-3.566 total_charge=+1 multiplicity=1
C 0.723 1.974 4.564
C 1.187 1.982 3.067
N 0.642 3.055 2.216
C -0.804 3.009 2.050
C -1.300 1.987 0.910
C -0.156 1.274 0.164
C -0.001 -0.196 0.269
C -0.951 -1.087 1.107
C -1.998 -1.709 0.061
C -3.176 -0.703 -0.187
O -2.350 -3.050 0.360
C -3.547 -3.227 1.115
C -3.536 -2.567 2.536
C -4.558 -1.576 2.837
C -4.679 -0.932 4.124
C -3.734 -1.304 5.147
C -2.694 -2.272 4.875
C -2.586 -2.913 3.581
C 1.088 -0.802 -0.495
C 1.368 -2.320 -0.510
C 2.637 -2.725 0.344
F 3.029 -1.715 1.225
C 1.903 0.155 -1.290
C 3.049 -0.461 -2.135
C 3.857 0.591 -2.967
C 3.033 1.267 -4.127
I 5.505 -0.495 -3.935
N 1.717 1.464 -1.324
N 0.719 1.924 -0.630
N 0.533 3.324 -0.725
C -0.243 3.613 -1.702
C -0.497 5.136 -1.934
C -0.935 2.606 -2.661
C 1.151 4.347 2.527
C 0.926 5.529 1.508
O 1.790 4.616 3.497
H -0.375 2.003 4.723
H 1.285 2.756 5.119
H 1.071 0.996 4.997
H 0.984 0.974 2.615
H 2.302 2.087 3.041
H -1.367 2.715 2.971
H -1.231 4.001 1.757
H -1.865 2.571 0.134
H -2.037 1.292 1.357
H -0.389 -1.946 1.538
H -1.484 -0.509 1.900
H -1.424 -1.746 -0.906
H -3.422 -0.140 0.744
H -4.060 -1.175 -0.661
H -2.784 0.076 -0.898
H -3.615 -4.327 1.316
H -4.489 -2.997 0.552
H -5.308 -1.309 2.060
H -5.477 -0.200 4.334
H -3.800 -0.861 6.158
H -1.972 -2.570 5.666
H -1.817 -3.678 3.350
H 0.461 -2.896 -0.215
H 1.604 -2.601 -1.571
H 2.406 -3.682 0.869
H 3.473 -2.966 -0.358
H 2.537 -1.125 -2.888
H 3.705 -1.131 -1.529
H 4.286 1.342 -2.272
H 2.078 0.747 -4.374
H 2.881 2.345 -3.864
H 3.642 1.246 -5.063
H 0.258 5.741 -1.388
H -1.520 5.406 -1.577
H -0.425 5.323 -3.027
H -0.209 1.979 -3.228
H -1.620 1.975 -2.034
H -1.598 3.201 -3.336
H 0.119 5.278 0.784
H 0.518 6.371 2.125
H 1.872 5.826 1.010
C 1.654 -5.921 -1.160
Cl 2.890 -5.316 -2.274
Cl 2.252 -5.786 0.505
Cl 0.181 -4.949 -1.343
Cl 1.308 -7.628 -1.538
C -1.737 -7.285 1.856
Cl -3.378 -7.645 1.293
Cl -1.308 -8.384 3.176
Cl -0.592 -7.478 0.520
Cl -1.662 -5.606 2.426
C 1.165 -3.175 -5.263
Cl 1.365 -4.923 -5.071
Cl -0.102 -2.598 -4.162
Cl 2.693 -2.361 -4.881
Cl 0.704 -2.811 -6.932
C 2.854 6.737 -4.111
Cl 1.405 7.499 -4.789
Cl 3.897 7.976 -3.401
Cl 2.374 5.579 -2.854
Cl 3.730 5.886 -5.391


Record 4
18
Properties=species:S:1:pos:R:3 method="wB97M-V/def2-TZVPD" homo_energy_ev=-7.44 homo_lumo_gap_ha=0.30676 lumo_ev=0.907 total_charge=0 multiplicity=1 de_lowest_kcal_mol=76.6
C 1.023 -0.314 1.039
C 1.693 0.684 0.353
C -1.373 -0.464 -0.111
C -0.860 -0.030 -1.279
N -0.407 -0.930 -2.253
N 0.413 -0.144 2.258
N -2.142 -0.739 0.819
N -0.376 1.254 -1.393
H 1.095 -1.344 0.715
H 0.433 -0.610 -2.717
H -0.348 -1.895 -1.963
H 0.284 0.820 2.535
H -0.435 -0.684 2.388
H -3.143 -0.695 0.604
H -0.929 1.895 -0.832
H 2.509 0.382 -0.292
H 0.666 1.206 -0.755
H 1.897 1.609 0.884


Record 5
51
Properties=species:S:1:pos:R:3 method="wB97M-V/def2-TZVPD" homo_energy_ev=-7.01 homo_lumo_gap_ha=0.28404 lumo_ev=0.723 total_charge=0 multiplicity=1 de_lowest_kcal_mol=0.0
Pd -0.037 -0.330 0.013
C -0.627 0.775 -2.622
N 0.157 -0.344 -2.046
C -0.337 -1.626 -2.603
C 1.594 -0.171 -2.335
C 2.019 -0.129 -3.649
C 3.360 0.030 -3.961
C 4.261 0.145 -2.918
C 3.847 0.105 -1.597
C 2.491 -0.051 -1.250
N 1.928 -0.117 0.007
C 2.499 -0.054 1.262
C 3.855 0.115 1.601
C 4.277 0.147 2.919
C 3.384 0.012 3.968
C 2.043 -0.156 3.663
C 1.610 -0.189 2.351
N 0.171 -0.366 2.070
C -0.312 -1.655 2.617
C -0.614 0.743 2.664
H -0.518 0.797 -3.709
H -0.276 1.711 -2.197
H -1.673 0.633 -2.362
H -0.227 -1.636 -3.689
H -1.384 -1.739 -2.334
H 0.242 -2.442 -2.175
H 1.296 -0.222 -4.449
H 3.685 0.063 -4.991
H 5.317 0.268 -3.125
H 4.607 0.197 -0.847
H 4.608 0.226 0.847
H 5.333 0.280 3.120
H 3.717 0.038 4.996
H 1.326 -0.261 4.467
H -0.195 -1.677 3.703
H 0.266 -2.465 2.177
H -1.362 -1.771 2.355
H -0.497 0.754 3.751
H -1.661 0.599 2.410
H -0.270 1.686 2.247
S -2.426 -0.623 0.020
C -2.984 1.044 -0.010
C -4.362 1.311 -0.003
C -4.798 2.617 -0.028
C -3.864 3.647 -0.059
C -2.529 3.295 -0.063
N -2.085 2.037 -0.040
H -5.063 0.487 0.021
H -5.858 2.835 -0.023
H -4.164 4.685 -0.079
H -1.759 4.061 -0.087


Record 6
13
Properties=species:S:1:pos:R:3 method="wB97M-V/def2-TZVPD" homo_energy_ev=-8.41 homo_lumo_gap_ha=0.34268 lumo_ev=0.914 total_charge=0 multiplicity=1 de_lowest_kcal_mol=64.7
C -1.421 -0.581 0.060
C -1.427 0.973 0.110
C 0.141 0.816 0.252
N 1.361 1.282 0.175
C 2.070 0.115 -0.094
C 1.256 -0.992 -0.151
N 0.031 -0.513 0.196
H -1.706 -1.001 -0.913
H -1.901 -1.159 0.854
H -1.703 1.422 -0.845
H -1.239 1.526 1.015
H 3.138 0.134 -0.249
H 1.400 -2.022 -0.410


Record 7
33
Properties=species:S:1:pos:R:3 method="wB97M-V/def2-TZVPD" homo_energy_ev=-11.09 homo_lumo_gap_ha=0.41281 lumo_ev=0.145 total_charge=0 multiplicity=1
O -2.851 3.605 4.525
S -1.568 3.089 4.498
O -0.662 3.594 3.596
O -1.081 3.068 6.006
C -1.912 2.069 6.651
O -1.096 1.387 7.536
C -2.415 1.161 5.537
O -2.372 -0.155 5.861
O -1.543 1.494 4.407
H -2.742 2.510 7.187
H -0.398 2.012 7.790
H -3.402 1.405 5.186
H -3.233 -0.533 5.637
C -1.016 -0.052 0.526
Cl -0.582 1.321 1.537
Cl -2.776 -0.143 0.382
Cl -0.307 0.137 -1.079
Cl -0.412 -1.541 1.263
C 2.147 0.417 -4.521
Cl 2.175 0.217 -6.273
Cl 2.378 -1.146 -3.738
Cl 3.434 1.519 -4.027
Cl 0.586 1.072 -4.021
C 4.154 -3.894 -1.366
Cl 5.018 -4.991 -0.287
Cl 2.809 -3.147 -0.500
Cl 5.250 -2.635 -1.935
Cl 3.531 -4.796 -2.750
C -0.224 -1.410 -9.525
Cl 0.333 -2.192 -8.046
Cl 0.267 -2.371 -10.922
Cl -1.982 -1.272 -9.494
Cl 0.491 0.201 -9.640


Record 8
44
Properties=species:S:1:pos:R:3 method="wB97M-V/def2-TZVPD" homo_energy_ev=-5.97 homo_lumo_gap_ha=0.32262 lumo_ev=2.811 total_charge=-1 multiplicity=1 de_lowest_kcal_mol=61.8
N 0.315 -1.124 -2.320
C -1.058 -0.954 -1.950
C -1.736 -2.206 -1.218
N -1.107 -2.734 -0.087
C -0.200 -1.952 0.862
C -0.824 -1.340 2.061
O -1.396 -0.079 1.690
O -2.578 -2.868 -1.782
H 0.526 -1.963 -2.896
H 0.877 -1.208 -1.487
H -1.170 -0.283 -1.128
H -1.884 -0.860 -2.723
H -1.618 -3.547 0.290
H 0.450 -1.314 0.268
H 0.492 -2.791 1.079
H -1.654 -1.785 2.557
H -0.061 -1.075 2.841
H -2.666 1.825 -1.233
H -2.218 0.737 -0.441
O -2.720 0.860 -1.248
H 3.501 1.219 -1.830
H 2.929 -0.063 -2.698
O 3.678 0.438 -2.391
H -3.982 0.137 1.390
H -3.919 0.109 0.038
O -4.614 0.318 0.686
H 0.919 1.830 1.744
H -0.645 0.543 1.440
O 0.379 1.592 1.001
H 0.909 0.376 2.717
H 2.403 0.260 2.363
O 1.797 0.345 3.091
H -0.803 2.385 0.985
H -1.939 3.363 1.483
O -1.493 3.155 0.662
H 3.360 1.850 1.335
H 2.104 1.514 0.521
O 3.047 1.238 0.654
H 0.553 2.363 -0.981
H 1.090 1.576 -2.111
O 1.261 2.385 -1.634
H 3.762 -0.975 -1.074
H 2.924 -0.215 -0.024
O 3.008 -1.082 -0.502


Record 9
19
Properties=species:S:1:pos:R:3 method="wB97M-V/def2-TZVPD" homo_energy_ev=-9.21 homo_lumo_gap_ha=0.37835 lumo_ev=1.087 total_charge=0 multiplicity=1 de_lowest_kcal_mol=31.4
C 0.323 -0.794 1.335
C -0.159 0.635 1.126
C 0.715 1.320 0.056
C -0.345 0.895 -0.949
C -0.308 0.597 -2.235
C 0.584 -1.723 0.093
C -1.358 0.639 0.156
H 1.252 -0.758 1.920
H 0.899 -2.617 0.608
H -0.398 -1.305 1.987
H -0.294 1.181 2.071
H 0.790 2.405 0.177
H 1.720 0.895 -0.054
H 0.595 0.748 -2.823
H -1.171 0.168 -2.739
H 1.383 -1.458 -0.614
H -0.256 -2.003 -0.557
H -1.924 -0.300 0.125
H -2.048 1.473 0.316


Record 10
17
Properties=species:S:1:pos:R:3 method="wB97M-V/def2-TZVPD" homo_energy_ev=-7.19 homo_lumo_gap_ha=0.28008 lumo_ev=0.427 total_charge=0 multiplicity=1 de_lowest_kcal_mol=90.4
C -0.737 0.429 0.111
C 0.551 0.147 -0.487
C 0.702 -1.008 -1.453
N -1.323 1.657 -0.043
N -1.508 -0.625 0.513
C 1.375 -0.061 1.183
O 1.541 -1.249 1.527
H 0.313 0.495 1.684
H 1.039 1.051 -0.856
H -2.447 -0.398 0.814
H -0.754 2.384 -0.451
H -2.172 1.823 0.479
H -0.943 -1.454 0.709
H 2.106 0.753 1.331
H 0.017 -0.931 -2.299
H 1.732 -1.058 -1.817
H 0.509 -1.955 -0.946


Record 11
17
Properties=species:S:1:pos:R:3 method="wB97M-V/def2-TZVPD" homo_energy_ev="-14.70 / -14.75" homo_lumo_gap_ha="0.34271 / 0.25647" lumo_ev="-5.377 / -7.773" s_squared=0.796 total_charge=+1 multiplicity=2 de_lowest_kcal_mol=19.8
C 0.985 -2.238 0.353
C -0.844 1.606 -2.079
C -0.915 0.833 -0.928
O -1.171 1.363 0.259
C -0.298 -0.437 -0.953
C -0.101 -1.275 0.115
H 1.958 -1.866 0.028
H 0.839 -3.219 -0.109
H 1.062 -2.410 1.426
H -1.142 2.652 -2.035
H -0.579 1.199 -3.035
H -1.183 2.332 0.251
H -0.157 -0.811 -1.971
H -0.656 -0.981 1.005
H 0.431 1.132 3.312
H 0.702 0.923 1.761
O 1.072 1.197 2.599


Record 12
49
Properties=species:S:1:pos:R:3 method="wB97M-V/def2-TZVPD" homo_energy_ev="-17.08 / -17.08" homo_lumo_gap_ha="0.16024 / 0.15969" lumo_ev="-12.717 / -12.731" total_charge=+3 multiplicity=1
C -0.978 0.030 -3.697
I -2.864 0.525 -2.327
H 0.016 0.143 -3.221
H -1.058 0.720 -4.553
H -1.114 -0.986 -4.100
Ce -0.338 0.011 -0.843
P 0.019 2.812 -0.275
C -1.425 3.927 -0.210
C 1.095 3.545 1.012
H 1.064 4.634 0.872
H 0.961 4.611 -1.580
H 2.127 3.187 0.893
H 1.835 3.070 -1.885
H -1.986 3.806 0.726
H 0.762 3.288 2.026
C 0.848 3.530 -1.749
H -1.027 4.949 -0.276
H 0.249 3.366 -2.654
H -2.104 3.733 -1.049
P -0.080 -2.720 0.060
C -1.455 -3.869 0.409
C 0.806 -3.718 -1.194
H 2.028 -2.677 1.287
H 1.065 -4.164 1.582
H 0.656 -2.621 2.415
C 1.022 -3.070 1.483
H 1.794 -3.282 -1.386
H 0.919 -4.744 -0.815
H -1.013 -4.866 0.545
H -2.149 -3.895 -0.441
H 0.240 -3.739 -2.132
H -2.016 -3.586 1.310
Cl 2.221 0.010 -1.299
N -3.066 -0.335 1.397
C -1.979 -0.112 2.189
N -0.718 0.079 1.784
C 0.117 0.316 2.925
C 1.510 0.475 2.951
C 2.146 0.722 4.183
C 1.396 0.845 5.367
C 0.012 0.663 5.339
C -0.605 0.377 4.127
S -2.309 0.056 3.879
H -3.884 -0.629 1.929
H -2.956 -0.730 0.467
H 2.070 0.394 2.014
H 3.239 0.819 4.223
H 1.877 1.078 6.323
H -0.614 0.737 6.227


Record 13
13
Properties=species:S:1:pos:R:3 method="wB97M-V/def2-TZVPD" homo_energy_ev="-9.73 / -9.73" homo_lumo_gap_ha="0.30203 / 0.30200" lumo_ev="-1.512 / -1.512" total_charge=0 multiplicity=1 de_lowest_kcal_mol=136.9
C -2.492 -1.456 1.381
C -1.820 -0.461 1.228
C 0.274 -0.195 -1.548
C -0.099 1.311 1.272
Si 1.068 0.204 0.188
H -3.280 -2.024 1.474
H 0.747 -1.116 -1.882
H -0.851 -0.219 -1.666
H 0.465 0.806 -2.094
H -0.188 0.927 2.261
H -0.960 1.835 0.950
H 2.230 0.983 -0.279
H 1.237 -1.034 0.778